# 1
Molecular formula: C7H10
Method: DFT, ωB97M-V with the def2-TZVPD basis set

## Properties
HOMO-LUMO gap, Ha: 0.3351
HOMO level, eV: -8.10
Net charge: 0
Energy relative to the best compared isomer or geometry (same formula, charge and spin), kcal/mol: 121.5
Spin multiplicity: 1

Element x y z (Å)
C (1.70625, 0.71800, 0.71691)
C (0.53594, -0.97882, -0.86479)
C (-1.36817, 0.99269, -0.62665)
C (1.39709, -1.10824, 0.43372)
C (-1.95274, -0.28147, -0.06713)
C (0.46679, -0.07320, 1.05729)
C (-0.47378, -0.09862, -0.12708)
H (0.14186, -1.96444, -1.14309)
H (-1.43442, 1.15289, -1.70044)
H (0.14319, -0.07375, 2.09915)
H (2.25803, 1.02396, 1.60374)
H (1.03686, -0.55684, -1.74140)
H (-1.44989, 1.90175, -0.03356)
H (-2.43237, -0.23577, 0.90817)
H (2.44900, -0.13845, 0.29729)
H (-2.41072, -0.98357, -0.76041)
H (1.58761, 1.48701, -0.04789)

Cartesian forces (eV/Å) of the 6 atoms listed first:
C -0.035 0.220 0.087
C 0.052 0.011 -0.188
C 0.030 0.188 -0.077
C -0.072 0.009 -0.049
C -0.123 -0.149 0.056
C -0.179 0.017 0.216

---

# 2
Molecular formula: C12H13N3O5ReSe
Method: DFT, ωB97M-V with the def2-TZVPD basis set

## Properties
HOMO-LUMO gap (spin up / spin down), Ha: 0.2380 / 0.2383
HOMO level (spin up / spin down), eV: -15.41 / -15.40
Net charge: +2
Energy relative to the best compared isomer or geometry (same formula, charge and spin), kcal/mol: 8.2
Spin multiplicity: 2
⟨S²⟩: 0.75

Element x y z (Å)
Re (0.31874, -0.36017, -0.48693)
Se (1.85571, 2.31614, -1.96746)
O (0.56203, -1.97823, -4.01048)
O (1.00180, -0.67287, -2.17615)
O (0.23005, -0.87708, 1.30660)
O (-1.70956, -0.28335, -0.41139)
O (-0.61408, -2.38004, 2.77760)
N (-0.20571, -2.48638, -0.71398)
N (1.95242, 3.87938, -1.21393)
N (1.03152, 1.59912, -0.48374)
C (-2.41833, -1.57675, -0.26873)
C (-1.64121, -2.54358, -1.10773)
C (0.09442, -3.14926, 0.58711)
C (0.92408, 2.57033, 0.43660)
C (-0.16101, -2.17027, 1.71628)
C (0.32625, 3.56459, 2.51533)
C (0.73152, -1.90368, -2.85695)
C (0.62858, -3.01261, -1.82766)
C (1.35928, 4.99688, 0.85305)
C (0.37669, 2.44895, 1.73937)
C (1.43978, 3.84932, -0.00372)
C (0.80788, 4.84504, 2.07394)
H (-3.43298, -1.48092, -0.65068)
H (0.03933, 1.49481, 2.12110)
H (-0.47401, -4.06577, 0.73869)
H (1.15946, -3.38306, 0.61907)
H (-2.18358, 0.40418, 0.08373)
H (-2.46939, -1.83839, 0.78739)
H (1.73563, 5.94599, 0.49765)
H (-0.08812, 3.48820, 3.51273)
H (-2.05168, -3.55217, -1.02891)
H (0.21644, -3.90754, -2.29070)
H (1.63010, -3.23432, -1.45669)
H (0.73357, 5.69058, 2.74373)
H (-1.70562, -2.23711, -2.15416)

Cartesian forces (eV/Å) of the 6 atoms listed first:
Re -0.499 0.074 0.404
Se -0.015 0.031 0.018
O 0.206 0.326 -0.182
O -0.033 -0.283 -0.385
O 0.627 -0.396 0.220
O -0.511 -0.212 -0.209

---

# 3
Molecular formula: C11H14N2OPPt
Method: DFT, ωB97M-V with the def2-TZVPD basis set

## Properties
HOMO-LUMO gap (spin up / spin down), Ha: 0.1581 / 0.2665
HOMO level (spin up / spin down), eV: -1.50 / -4.67
Net charge: -1
Energy relative to the best compared isomer or geometry (same formula, charge and spin), kcal/mol: 0.0
Spin multiplicity: 3
⟨S²⟩: 2.04

Element x y z (Å)
Pt (-0.04155, -0.04055, -0.14017)
P (0.08898, 2.17923, 0.61202)
O (0.04175, -0.83190, 6.99308)
N (-1.57290, -2.36724, 6.60827)
N (-0.22985, -0.55530, 1.98024)
C (-0.17843, -1.88811, -0.54749)
C (-0.33712, -2.25640, -1.84386)
C (-1.10572, -1.50523, 2.36422)
C (0.07756, -0.04596, -2.93431)
C (-0.55566, -1.19124, 4.70950)
C (-0.66434, -1.43651, 6.18912)
C (-1.28349, -1.85579, 3.71182)
C (0.36036, -0.22183, 4.27966)
C (0.53474, 0.03908, 2.92364)
C (0.30469, 0.69697, -1.81755)
C (-0.25194, -1.39753, -2.93880)
H (0.20424, 3.18385, -0.38823)
H (1.26283, 0.77966, 2.59033)
H (0.17770, 0.45643, -3.90210)
H (0.62391, 1.74884, -1.96153)
H (-0.53106, -3.31501, -2.04731)
H (1.20375, 2.52121, 1.43978)
H (-1.03845, 2.65022, 1.35090)
H (-1.99284, -2.64901, 3.93536)
H (-1.65581, -2.50925, 7.60293)
H (-1.64260, -2.01687, 1.56402)
H (-0.40012, -1.85406, -3.92388)
H (-2.20641, -2.85666, 5.99923)
H (0.94963, 0.34632, 4.99450)
H (-0.20414, -2.67644, 0.22480)

Cartesian forces (eV/Å) of the 6 atoms listed first:
Pt 0.701 3.029 5.994
P -0.154 -0.153 -0.161
O 0.081 0.063 0.651
N -0.523 -0.604 0.534
N -0.281 -0.457 -1.548
C -0.053 -1.584 -1.192

---

What did the third record say?
Molecular formula: C11H14N2OPPt
Method: DFT, ωB97M-V with the def2-TZVPD basis set

## Properties
HOMO-LUMO gap (spin up / spin down), Ha: 0.1581 / 0.2665
HOMO level (spin up / spin down), eV: -1.50 / -4.67
Net charge: -1
Energy relative to the best compared isomer or geometry (same formula, charge and spin), kcal/mol: 0.0
Spin multiplicity: 3
⟨S²⟩: 2.04

Element x y z (Å)
Pt (-0.04155, -0.04055, -0.14017)
P (0.08898, 2.17923, 0.61202)
O (0.04175, -0.83190, 6.99308)
N (-1.57290, -2.36724, 6.60827)
N (-0.22985, -0.55530, 1.98024)
C (-0.17843, -1.88811, -0.54749)
C (-0.33712, -2.25640, -1.84386)
C (-1.10572, -1.50523, 2.36422)
C (0.07756, -0.04596, -2.93431)
C (-0.55566, -1.19124, 4.70950)
C (-0.66434, -1.43651, 6.18912)
C (-1.28349, -1.85579, 3.71182)
C (0.36036, -0.22183, 4.27966)
C (0.53474, 0.03908, 2.92364)
C (0.30469, 0.69697, -1.81755)
C (-0.25194, -1.39753, -2.93880)
H (0.20424, 3.18385, -0.38823)
H (1.26283, 0.77966, 2.59033)
H (0.17770, 0.45643, -3.90210)
H (0.62391, 1.74884, -1.96153)
H (-0.53106, -3.31501, -2.04731)
H (1.20375, 2.52121, 1.43978)
H (-1.03845, 2.65022, 1.35090)
H (-1.99284, -2.64901, 3.93536)
H (-1.65581, -2.50925, 7.60293)
H (-1.64260, -2.01687, 1.56402)
H (-0.40012, -1.85406, -3.92388)
H (-2.20641, -2.85666, 5.99923)
H (0.94963, 0.34632, 4.99450)
H (-0.20414, -2.67644, 0.22480)

Cartesian forces (eV/Å) of the 6 atoms listed first:
Pt 0.701 3.029 5.994
P -0.154 -0.153 -0.161
O 0.081 0.063 0.651
N -0.523 -0.604 0.534
N -0.281 -0.457 -1.548
C -0.053 -1.584 -1.192

---

Repeat the third record exactly.
Molecular formula: C11H14N2OPPt
Method: DFT, ωB97M-V with the def2-TZVPD basis set

## Properties
HOMO-LUMO gap (spin up / spin down), Ha: 0.1581 / 0.2665
HOMO level (spin up / spin down), eV: -1.50 / -4.67
Net charge: -1
Energy relative to the best compared isomer or geometry (same formula, charge and spin), kcal/mol: 0.0
Spin multiplicity: 3
⟨S²⟩: 2.04

Element x y z (Å)
Pt (-0.04155, -0.04055, -0.14017)
P (0.08898, 2.17923, 0.61202)
O (0.04175, -0.83190, 6.99308)
N (-1.57290, -2.36724, 6.60827)
N (-0.22985, -0.55530, 1.98024)
C (-0.17843, -1.88811, -0.54749)
C (-0.33712, -2.25640, -1.84386)
C (-1.10572, -1.50523, 2.36422)
C (0.07756, -0.04596, -2.93431)
C (-0.55566, -1.19124, 4.70950)
C (-0.66434, -1.43651, 6.18912)
C (-1.28349, -1.85579, 3.71182)
C (0.36036, -0.22183, 4.27966)
C (0.53474, 0.03908, 2.92364)
C (0.30469, 0.69697, -1.81755)
C (-0.25194, -1.39753, -2.93880)
H (0.20424, 3.18385, -0.38823)
H (1.26283, 0.77966, 2.59033)
H (0.17770, 0.45643, -3.90210)
H (0.62391, 1.74884, -1.96153)
H (-0.53106, -3.31501, -2.04731)
H (1.20375, 2.52121, 1.43978)
H (-1.03845, 2.65022, 1.35090)
H (-1.99284, -2.64901, 3.93536)
H (-1.65581, -2.50925, 7.60293)
H (-1.64260, -2.01687, 1.56402)
H (-0.40012, -1.85406, -3.92388)
H (-2.20641, -2.85666, 5.99923)
H (0.94963, 0.34632, 4.99450)
H (-0.20414, -2.67644, 0.22480)

Cartesian forces (eV/Å) of the 6 atoms listed first:
Pt 0.701 3.029 5.994
P -0.154 -0.153 -0.161
O 0.081 0.063 0.651
N -0.523 -0.604 0.534
N -0.281 -0.457 -1.548
C -0.053 -1.584 -1.192

---

Q: The lowest net charge belongs to which entry?
A: C11H14N2OPPt